# 1
{"formula": "C4H12O2PSi", "method": "the ωB97M-V functional and the def2-TZVPD basis", "elements": ["H", "C", "P", "H", "O", "H", "H", "C", "H", "O", "C", "C", "H", "H", "H", "Si", "H", "H", "H", "H"], "positions_angstrom": [[-1.041030, -0.727076, 2.115876], [-0.756864, 0.338396, 1.805332], [1.206807, -2.095419, -1.267325], [1.526524, 1.305549, -0.571733], [-0.167476, -1.013691, -0.840407], [2.950114, -2.325751, 0.366532], [-2.383057, 0.864217, -1.731477], [-2.402456, 0.524757, -0.669443], [0.281915, 0.722237, 2.208278], [2.098709, -1.413586, -2.252020], [0.529323, 1.728093, -0.672922], [1.930980, -1.864871, 0.391769], [-1.486553, 1.012151, 2.174289], [-3.051296, -0.474762, -0.559360], [0.614406, 2.679105, -0.097327], [-0.621704, 0.342108, -0.098405], [1.448455, -2.127759, 1.329892], [0.371277, 1.951691, -1.763440], [-3.030827, 1.327874, -0.234294], [1.982751, -0.753264, 0.366185]], "atomic_forces_ev_per_a": [[0.7, 1.5, -0.1], [2.6, -1.2, 0.0], [-2.5, -1.6, -0.1], [0.2, -0.2, -0.3], [0.6, -0.5, 0.0], [-0.6, 0.6, 0.1], [0.0, -0.8, 0.3], [-2.0, -0.5, -0.6], [-1.9, -1.2, -0.4], [0.8, 1.0, -0.1], [0.0, 0.8, -0.3], [1.7, 1.1, 0.3], [-0.9, 0.7, 0.2], [1.6, 2.1, -0.4], [-0.6, -0.5, -0.3], [-0.6, 0.2, 0.0], [-0.5, -0.4, -0.2], [0.2, -0.2, 1.0], [0.4, -0.3, 0.4], [0.7, -0.4, 0.4]], "e_homo_ev": -2.69, "smiles": "CP([O-])O[Si](C)(C)C", "total_charge": -1, "de_lowest_kj_mol": 3.9, "total_energy_ev": -25607.535}



# 2
{"formula": "C4H12O3", "method": "the ωB97M-V functional and the def2-TZVPD basis", "elements": ["C", "H", "C", "H", "O", "C", "H", "O", "H", "O", "H", "H", "H", "H", "H", "H", "C", "H", "H"], "positions_angstrom": [[0.368606, -0.386817, 1.086177], [-3.115675, -0.260210, 0.927928], [1.551743, 0.329480, 1.578488], [1.687430, 1.255819, 1.038885], [-0.286484, 0.936461, -2.059071], [-0.836858, 0.156030, 0.950321], [2.382707, -0.332741, 1.726921], [1.568564, -1.578087, -2.004212], [-0.062043, 1.862778, 0.669069], [-0.903435, 1.522582, 1.015387], [2.041686, -2.078388, -2.621187], [-2.210489, -1.525256, 0.309042], [-2.468428, -0.096721, -0.647482], [0.019187, 0.498355, -1.246891], [-0.385192, 1.851009, -1.733211], [1.442478, 0.576875, 2.674778], [-2.222018, -0.461540, 0.342731], [0.533258, -1.245369, 0.381567], [0.894958, -1.024258, -2.389239]], "atomic_forces_ev_per_a": [[-0.6, -2.3, -2.0], [0.3, 0.5, 0.6], [-0.4, 0.2, 2.5], [1.0, 0.2, -0.2], [0.3, 0.6, 0.7], [-2.1, 0.0, -2.0], [0.8, -0.1, -1.1], [-0.7, 0.8, 2.4], [-0.3, 0.0, 0.6], [-0.7, 0.8, 0.5], [0.7, -0.8, -1.7], [0.5, -0.9, -0.1], [0.5, 0.3, -0.2], [-0.1, -0.2, -0.2], [-0.1, -0.5, -0.6], [-0.5, 0.4, -1.0], [1.7, 0.9, 1.1], [-0.1, 0.0, 1.6], [0.0, 0.0, -0.8]], "e_homo_ev": -8.81, "smiles": "C/C=C(/C)O.O.O", "total_charge": 0, "de_lowest_kj_mol": 172.7, "total_energy_ev": -10483.349}



# 3
{"formula": "C4H12O3", "method": "the ωB97M-V functional and the def2-TZVPD basis", "elements": ["C", "H", "C", "H", "H", "H", "C", "H", "O", "C", "H", "H", "H", "H", "H", "H", "O", "H", "O"], "positions_angstrom": [[-1.301928, 0.809505, 0.547145], [2.795047, -0.636275, -0.895845], [2.038153, -1.092907, -0.244213], [-2.468092, -1.514532, -0.294969], [0.282546, -0.348359, -1.317775], [-1.332766, -2.460939, -0.433090], [0.718573, -0.412423, -0.326444], [-2.095491, -0.272432, 1.911581], [-2.395670, 0.034755, 1.044960], [0.076186, 0.132527, 0.705286], [-1.502659, 1.004061, -0.502903], [2.026123, -2.091417, -0.703024], [1.449368, 3.260826, -1.369631], [0.495819, 0.143320, 1.704679], [2.446268, -1.210455, 0.756322], [1.056761, 2.130663, -0.367914], [-2.209616, -2.324453, -0.771192], [-1.103947, 1.754798, 1.072395], [1.025324, 3.093737, -0.515369]], "atomic_forces_ev_per_a": [[1.7, -0.1, 0.1], [-0.1, 0.5, 0.3], [0.8, -0.6, -0.8], [-0.1, -0.3, -0.1], [-0.2, -0.1, 0.0], [0.7, -0.3, 0.1], [0.3, 0.1, 0.4], [-0.4, -0.1, 0.0], [0.7, 0.3, 0.4], [-1.2, -0.1, -0.8], [0.0, 0.1, 0.0], [-0.5, 0.0, 0.3], [-0.1, -0.2, 0.3], [0.1, -0.2, 0.1], [-0.1, 0.2, 0.1], [0.1, 0.5, -0.2], [-0.6, 0.5, 0.0], [-1.0, 0.1, 0.0], [0.1, -0.3, -0.1]], "e_homo_ev": -10.22, "smiles": "C/C=C/CO.O.O", "total_charge": 0, "de_lowest_kj_mol": 92.4, "total_energy_ev": -10484.181}



# 4
{"formula": "C4H12O3", "method": "the ωB97M-V functional and the def2-TZVPD basis", "elements": ["H", "H", "H", "H", "H", "O", "H", "H", "H", "H", "H", "H", "C", "C", "H", "O", "C", "O", "C"], "positions_angstrom": [[1.089887, -0.134185, 2.471883], [-2.019829, 0.028200, 0.470251], [-0.464610, 0.828899, -3.456487], [0.821894, 1.957578, -0.037912], [-2.163212, -2.317436, 0.872046], [-0.469912, 1.086871, -2.526431], [2.812449, -0.830835, -1.409607], [0.194789, 0.512952, -2.119211], [1.800806, 0.016226, -0.674307], [-0.712631, -2.319671, -0.057971], [-0.047432, 2.523926, 1.421749], [-0.603288, -2.409386, 1.695815], [-0.034694, 1.803982, 0.615922], [-1.110779, -0.449438, 0.819122], [-0.912672, 1.986546, -0.008768], [1.143813, -0.128182, 1.512100], [-0.077876, 0.357937, 0.993586], [1.888241, -0.564494, -1.448122], [-1.134945, -1.949489, 0.866343]], "atomic_forces_ev_per_a": [[0.0, 0.0, 0.0], [0.1, 0.0, -0.2], [0.0, 0.1, 0.2], [0.2, 0.3, 0.1], [0.0, 0.1, 0.2], [0.0, -0.1, -0.1], [0.0, -0.1, -0.1], [0.0, 0.0, -0.2], [0.0, -0.4, -0.1], [0.3, -0.2, -0.2], [0.3, 0.0, 0.4], [0.1, 0.1, 0.1], [-0.8, -0.4, -0.8], [-0.2, -0.1, -0.3], [0.1, 0.2, 0.1], [-0.2, 0.0, -0.4], [0.4, 0.0, 0.9], [0.0, 0.4, 0.3], [-0.4, 0.1, 0.2]], "e_homo_ev": -9.07, "smiles": "C/C=C(/C)O.O.O", "total_charge": 0, "de_lowest_kj_mol": 68.2, "total_energy_ev": -10484.432}



# 5
{"formula": "C4H12O3", "method": "the ωB97M-V functional and the def2-TZVPD basis", "elements": ["H", "H", "H", "H", "C", "O", "H", "H", "H", "H", "O", "H", "C", "H", "H", "C", "O", "H", "C"], "positions_angstrom": [[4.596640, 3.093963, -0.501035], [4.524929, 3.730115, 0.782372], [-1.636332, 2.287405, -5.700245], [-0.680486, -3.293930, 2.742128], [-1.518779, -2.963022, 2.081183], [-1.712984, 2.231009, -4.750324], [0.189313, -0.783325, -1.211544], [-0.636456, 0.593606, -0.826342], [0.874150, 0.286884, -0.057698], [-2.074034, 1.366011, -4.568726], [4.857565, 2.899550, 0.406085], [-0.965229, -2.731454, -0.018465], [-0.046593, -0.190299, -0.340257], [-1.160069, 0.534169, 2.013468], [-2.175021, -3.800203, 1.904954], [-1.005548, -2.175745, 0.920451], [-0.643275, -0.271655, 2.078155], [-2.065956, -2.295372, 2.757798], [-0.588038, -0.921518, 0.826979]], "atomic_forces_ev_per_a": [[0.2, -0.6, -0.4], [0.3, -0.4, 0.6], [0.0, 0.0, -0.3], [-0.4, -0.1, -0.6], [0.7, 1.2, 1.9], [0.1, 0.3, 0.3], [0.1, -0.9, 0.1], [-0.6, 0.1, 0.8], [0.5, 0.3, 0.2], [-0.1, -0.3, 0.0], [-0.5, 1.0, -0.2], [0.2, 0.0, 0.1], [0.2, 0.5, -0.8], [0.0, 0.3, -0.1], [0.1, -0.2, -0.7], [0.0, -1.3, -2.1], [0.5, 0.4, -0.6], [-0.1, 0.0, -0.1], [-1.2, -0.4, 1.9]], "e_homo_ev": -8.67, "smiles": "C/C=C(/C)O.O.O", "total_charge": 0, "de_lowest_kj_mol": 119.2, "total_energy_ev": -10483.903}



# 6
{"formula": "C4H12O3", "method": "the ωB97M-V functional and the def2-TZVPD basis", "elements": ["O", "H", "O", "C", "O", "H", "H", "C", "H", "H", "H", "H", "H", "H", "H", "C", "C", "H", "H"], "positions_angstrom": [[1.566316, -0.668585, -2.252664], [0.878055, -0.901921, -2.924961], [-2.725722, -0.868392, -0.850354], [1.046158, 0.245854, -1.324580], [0.663326, 2.698560, 0.220561], [1.446726, -1.618219, -0.125744], [0.416724, 1.952961, 0.797895], [0.193075, -0.268844, 0.863738], [1.838908, 0.837260, -1.095867], [0.010488, 3.391173, 0.321381], [0.040871, 0.724826, -1.620627], [-2.588560, -1.604756, -1.287728], [-0.498355, 0.595871, 0.709277], [-0.448369, -0.017240, 2.787672], [-2.664215, -0.065124, -1.464542], [0.870853, -0.733932, -0.106599], [-0.067471, -0.879436, 2.212827], [-0.847553, -1.537244, 2.451722], [0.868744, -1.282813, 2.688592]], "atomic_forces_ev_per_a": [[-0.7, -0.5, -3.5], [1.1, 0.3, 0.9], [-1.1, 7.7, 2.5], [-2.9, -4.2, 0.7], [0.2, -0.2, 0.1], [0.6, -0.8, 0.0], [0.1, 0.7, -0.3], [-3.9, -0.1, 3.1], [1.7, 2.6, 0.5], [-0.2, 0.0, 0.2], [1.9, -0.4, 0.4], [1.1, -5.5, -3.7], [0.8, -0.7, -0.2], [0.7, -0.2, 0.5], [-0.1, -2.2, 1.2], [0.9, 2.6, -2.6], [1.8, 1.8, 1.3], [-1.2, -1.5, -0.9], [-0.9, 0.5, -0.4]], "e_homo_ev": -9.54, "smiles": "C/C=C/CO.O.O", "total_charge": 0, "de_lowest_kj_mol": 277.4, "total_energy_ev": -10482.264}